C14H27N2RhS as an isolated structure at a distorted geometry, computed with wB97M-V/def2-TZVPD.

```
45
Properties=species:S:1:pos:R:3:mulliken_spin:R:1
C 1.7746 -1.2996 0.8671 0.29
H 1.7121 -1.7504 1.8719 0.05
H 1.8943 -2.1461 0.1637 0.03
H -1.0118 -1.5980 0.8906 -0.01
C 2.7680 -0.1542 0.7450 0.02
H 2.7854 0.3074 -0.2405 0.00
H 2.4732 0.6685 1.3860 0.00
C 4.1774 -0.6329 1.0815 0.06
H 4.8395 0.2442 0.9816 0.01
H 4.1311 -1.0696 2.0872 0.00
H 4.4144 -1.4257 0.3568 0.00
C -1.3314 0.6542 -1.0113 0.27
C -0.0301 0.8163 -1.5233 0.26
C 0.5670 -0.4641 -1.6850 0.29
C -0.4020 -1.4614 -1.2925 0.19
C -1.6095 -0.7519 -0.9040 0.20
C -2.8531 -1.3274 -0.2766 0.01
C -0.2571 -2.9384 -1.5035 0.10
C 1.8403 -0.7330 -2.4254 0.03
C 0.5936 2.1521 -1.7571 0.00
C -2.2801 1.7566 -0.6803 0.00
Rh 0.0245 -0.5172 0.5559 1.67
H -1.0806 -3.4581 -1.0065 0.00
H -0.3282 -3.0974 -2.5860 0.01
H 0.6695 -3.4011 -1.1421 0.00
H -2.7138 -2.4007 -0.0928 0.00
H -2.9474 -0.8405 0.7086 0.01
H -3.7967 -1.1910 -0.8177 0.01
H -1.8834 2.7700 -0.8330 0.00
H -3.1223 1.5817 -1.3519 0.02
H -2.6382 1.7185 0.3539 0.02
H 1.6839 2.0714 -1.7372 0.00
H 0.2835 2.6171 -2.7057 0.02
H 0.2904 2.8310 -0.9493 0.01
H 2.6497 -1.3111 -1.9556 0.01
H 1.4879 -1.2742 -3.3057 0.02
H 2.2492 0.2203 -2.7796 0.00
N -2.9612 1.5337 2.5234 0.04
C -1.6423 1.5087 2.7049 0.06
N -1.0088 2.6896 2.9137 0.04
S -0.8010 0.0013 2.7555 0.26
H -3.5393 2.3492 2.7375 0.00
H -3.4315 0.6402 2.3535 0.00
H -0.0621 2.6377 3.2862 0.00
H -1.5778 3.4741 3.2379 0.00
```

Results
Net charge   +2
2S+1   5
ΔE to the lowest compared entry with this formula, charge and spin   1.373 eV
Kohn-Sham gap (alpha / beta)   6.4 / 5.5 eV

=====

An isolated ion of composition C6H13N4 and charge +1 at a distorted geometry, computed with wB97M-V/def2-TZVPD.

```
23
Properties=species:S:1:pos:R:3:nbo_charge:R:1
C -2.0980 0.3436 0.6832 -0.27
C -0.0347 1.4391 -0.3977 -0.19
C 2.3192 0.6413 0.4733 -0.23
C -1.3844 0.7605 -0.6197 -0.32
C -1.0634 -0.6156 -1.1421 0.01
C 1.8127 -0.5365 -0.3451 0.15
N -1.5820 -0.9802 0.9407 -0.49
N -1.2401 -1.5570 -0.2919 -0.21
N 1.8769 -1.8623 0.0206 -0.76
N 0.8664 0.4821 0.3024 -0.42
H -1.9952 1.1762 1.3874 0.22
H -3.1286 0.1830 0.6147 0.22
H 0.4495 1.6257 -1.3020 0.21
H -0.1886 2.2641 0.1646 0.22
H 2.5981 0.7472 1.5012 0.26
H 2.6530 1.3955 -0.2460 0.24
H -1.8570 1.2217 -1.4886 0.27
H -0.8501 -0.7490 -2.2035 0.23
H 1.9826 -0.4351 -1.4503 0.24
H 1.0901 -2.4540 -0.2307 0.41
H -2.2500 -1.4556 1.5339 0.40
H 0.2574 0.1787 1.0678 0.46
H 1.7661 -1.8133 1.0279 0.36
```

Results
Net charge   +1
2S+1   1
SMILES   N[C@@H]1C[N@H+]1C[C@H]1C=NNC1
ΔE to the lowest compared entry with this formula, charge and spin   3.239 eV
Kohn-Sham gap   10.3 eV

=====

Q: Number 1 is which compound?
A: C14H27N2RhS

=====

Q: Which value of 2S+1 does entry 2 give?
A: 1

=====

Q: Among the records above, which one has the highest 2S+1?
A: C14H27N2RhS

=====

Q: Which formula does entry 2 have?
A: C6H13N4